# 1
{"formula": "C42H48ClF6N9O6PtS3", "method": "ωB97M-V/def2-TZVPD", "charge": 2, "multiplicity": 5, "total_energy_ha": -4946.0963, "e_above_lowest_ev": 0.597, "orbital_gap_ha": [0.275, 0.129], "species": ["Pt", "C", "C", "C", "C", "C", "N", "C", "C", "C", "C", "C", "C", "C", "N", "C", "C", "C", "N", "C", "C", "N", "C", "C", "C", "N", "H", "H", "H", "H", "H", "H", "H", "H", "H", "H", "H", "H", "H", "H", "H", "H", "H", "H", "O", "S", "C", "C", "C", "C", "H", "H", "H", "H", "H", "H", "H", "H", "C", "C", "C", "C", "C", "O", "C", "C", "C", "C", "C", "C", "Cl", "C", "C", "C", "N", "C", "N", "C", "N", "H", "H", "H", "H", "H", "H", "H", "H", "H", "H", "H", "H", "H", "H", "H", "H", "H", "H", "H", "H", "H", "H", "F", "C", "F", "F", "S", "O", "O", "N", "S", "O", "O", "C", "F", "F", "F"], "positions_angstrom": [[1.290, 0.800, 0.091], [-0.414, 7.815, -0.618], [-0.046, 6.434, -0.195], [0.641, 6.213, 1.011], [0.889, 4.944, 1.437], [0.466, 3.792, 0.706], [0.667, 2.579, 1.265], [0.659, 2.410, 2.635], [-0.398, 2.960, 3.386], [-0.499, 2.774, 4.745], [0.458, 2.032, 5.440], [0.335, 1.793, 6.911], [1.516, 1.497, 4.706], [1.624, 1.655, 3.335], [2.786, 1.125, 2.706], [4.054, 1.282, 3.144], [4.868, 0.497, 2.362], [4.005, -0.128, 1.461], [2.748, 0.249, 1.676], [-0.132, 4.022, -0.576], [-0.363, 5.327, -0.978], [-0.589, 2.977, -1.407], [-1.369, 3.097, -2.518], [-1.602, 1.842, -3.012], [-0.921, 0.983, -2.144], [-0.327, 1.673, -1.182], [-0.619, 8.435, 0.253], [-1.280, 7.821, -1.277], [0.417, 8.278, -1.158], [0.973, 7.058, 1.599], [1.445, 4.774, 2.348], [-1.146, 3.540, 2.859], [-1.335, 3.208, 5.279], [-0.278, 2.561, 7.379], [1.311, 1.768, 7.394], [-0.149, 0.832, 7.098], [2.284, 0.937, 5.227], [4.294, 1.940, 3.962], [5.936, 0.384, 2.423], [4.244, -0.849, 0.698], [-0.810, 5.521, -1.941], [-1.724, 4.038, -2.892], [-2.169, 1.576, -3.886], [-0.860, -0.094, -2.159], [1.260, -1.426, -0.711], [1.726, -2.366, -1.806], [3.554, -2.366, -1.902], [3.950, -2.170, -3.373], [2.680, -2.271, -4.225], [1.599, -1.562, -3.429], [3.912, -3.306, -1.487], [3.895, -1.541, -1.279], [4.694, -2.899, -3.685], [4.372, -1.175, -3.500], [2.395, -3.311, -4.396], [2.821, -1.791, -5.192], [0.598, -1.677, -3.841], [1.851, -0.517, -3.262], [-1.876, -3.305, -0.670], [-1.558, -4.444, 0.304], [-0.034, -4.524, 0.516], [-2.000, -5.747, -0.384], [-2.270, -4.316, 1.700], [-1.913, -5.456, 2.486], [-3.834, -4.330, 1.663], [-4.731, -3.094, 1.455], [-5.090, -2.717, 0.040], [-5.689, -3.634, -0.823], [-6.052, -3.284, -2.112], [-5.829, -1.988, -2.560], [-6.266, -1.542, -4.165], [-5.272, -1.046, -1.707], [-4.917, -1.413, -0.420], [-1.645, -3.228, 2.639], [-1.326, -1.895, 2.149], [-0.141, -1.450, 1.743], [-0.258, -0.176, 1.391], [-1.559, 0.128, 1.633], [-2.221, -0.891, 2.104], [-1.293, -3.462, -1.582], [-1.620, -2.317, -0.283], [-2.926, -3.307, -0.944], [0.429, -5.021, -0.337], [0.204, -5.106, 1.406], [0.416, -3.534, 0.593], [-1.420, -5.875, -1.297], [-3.051, -5.719, -0.671], [-1.819, -6.626, 0.236], [-2.397, -6.228, 2.178], [-4.098, -4.716, 2.650], [-4.125, -5.093, 0.939], [-4.330, -2.231, 1.968], [-5.677, -3.344, 1.944], [-5.895, -4.641, -0.477], [-6.521, -4.004, -2.769], [-5.135, -0.029, -2.053], [-4.501, -0.673, 0.249], [-0.711, -3.665, 2.985], [-2.299, -3.126, 3.504], [0.771, -2.019, 1.712], [-2.004, 1.097, 1.483], [5.907, 2.204, -2.410], [5.290, 1.749, -1.344], [5.491, 0.435, -1.231], [5.778, 2.342, -0.262], [3.439, 2.084, -1.432], [2.848, 0.743, -1.578], [3.079, 2.657, -0.150], [3.162, 3.064, -2.596], [3.490, 2.628, -4.129], [4.275, 3.590, -4.806], [3.815, 1.234, -4.221], [1.762, 2.796, -4.830], [1.769, 3.128, -6.102], [1.114, 1.625, -4.691], [1.078, 3.721, -4.141]], "forces_ev_per_angstrom": [[-0.2, 0.0, 0.4], [0.1, 0.1, -0.1], [0.1, -0.2, 0.2], [0.0, 0.1, 0.0], [0.0, -0.1, 0.0], [-0.1, 0.2, 0.1], [0.1, -0.3, -0.3], [-0.1, 0.1, 0.6], [0.2, 0.0, -0.3], [0.1, -0.1, 0.1], [-0.1, 0.1, -0.2], [0.0, 0.0, 0.0], [0.0, -0.1, 0.0], [-0.3, 0.2, 0.0], [0.3, 0.2, 0.1], [0.1, -0.1, -0.2], [0.0, -0.1, -0.1], [0.2, 0.0, 0.3], [-0.2, 0.0, -0.3], [0.2, 0.1, 0.2], [0.0, -0.1, -0.2], [-0.1, 0.2, -0.2], [-0.1, -0.2, -0.1], [0.0, 0.0, 0.0], [-0.2, 0.1, 0.0], [0.5, -0.6, 0.0], [0.0, 0.0, 0.0], [0.0, 0.0, 0.0], [0.0, 0.0, 0.0], [0.0, 0.0, 0.0], [0.0, 0.0, 0.0], [0.0, 0.0, 0.0], [0.0, 0.0, 0.0], [0.0, 0.0, 0.0], [0.0, 0.0, 0.0], [0.0, 0.0, 0.0], [0.0, -0.1, 0.0], [-0.1, 0.0, 0.0], [0.0, 0.0, 0.1], [-0.1, 0.1, -0.1], [-0.1, 0.0, 0.0], [0.0, 0.1, 0.1], [0.0, 0.0, 0.0], [0.1, 0.0, 0.0], [-0.4, 0.7, 0.8], [0.3, -0.3, -0.9], [0.0, 0.0, 0.1], [-0.1, 0.0, -0.1], [0.1, 0.0, 0.0], [0.0, 0.0, 0.2], [-0.1, 0.0, 0.1], [-0.1, 0.0, 0.0], [0.0, 0.0, 0.0], [0.0, 0.0, 0.0], [0.0, 0.0, -0.1], [-0.1, 0.0, 0.0], [-0.1, 0.0, 0.1], [-0.1, 0.1, -0.1], [0.0, -0.1, 0.1], [0.1, 0.0, 0.1], [-0.1, -0.1, 0.0], [0.0, 0.1, 0.1], [-0.2, 0.3, -0.4], [0.2, 0.0, 0.1], [0.2, 0.2, 0.1], [0.0, -0.3, -0.2], [-0.1, 0.2, -0.2], [0.1, 0.0, 0.1], [0.0, 0.1, -0.2], [0.1, -0.1, 0.4], [0.0, 0.1, -0.2], [0.0, 0.0, -0.2], [0.1, -0.2, 0.1], [-0.3, -0.6, 0.1], [0.5, 0.2, -0.1], [-0.1, 0.0, 0.1], [0.4, 0.0, -0.4], [-0.2, -0.1, 0.0], [-0.5, 0.0, 0.0], [0.0, 0.0, 0.0], [0.0, 0.0, 0.0], [-0.1, 0.1, -0.1], [0.0, 0.0, 0.0], [0.1, 0.0, 0.0], [0.0, -0.2, -0.1], [0.0, 0.0, 0.0], [0.0, 0.0, 0.0], [0.0, 0.0, 0.0], [-0.1, 0.0, 0.0], [0.0, -0.1, 0.0], [0.0, -0.1, 0.1], [0.1, 0.2, 0.2], [0.1, 0.1, 0.1], [0.0, 0.0, 0.0], [0.0, 0.0, 0.0], [0.0, 0.0, 0.0], [0.1, 0.1, 0.1], [0.0, 0.1, 0.0], [0.0, 0.1, 0.0], [-0.1, 0.0, 0.0], [0.0, 0.0, -0.1], [-0.1, 0.0, 0.0], [0.3, 0.0, 0.3], [0.0, 0.0, -0.1], [-0.1, 0.0, -0.1], [0.6, 0.8, -1.4], [-0.4, -0.4, 0.2], [-0.4, 0.0, 0.3], [0.4, -0.4, 0.7], [-0.5, -0.3, -0.5], [0.1, 0.4, 0.2], [0.0, -0.1, 0.1], [-0.2, -0.1, 0.2], [0.2, -0.1, 0.1], [0.1, 0.1, 0.0], [0.0, 0.0, -0.2]]}

***

# 2
{"formula": "C42H48F25NO4S2Si2", "method": "ωB97M-V/def2-TZVPD", "total_energy_ha": -5856.9952, "orbital_gap_ha": 0.308, "species": ["C", "C", "C", "C", "C", "Si", "C", "O", "C", "C", "C", "C", "C", "C", "O", "Si", "C", "C", "C", "S", "C", "S", "N", "C", "C", "C", "C", "C", "C", "C", "C", "C", "C", "C", "C", "C", "F", "F", "C", "F", "F", "C", "F", "F", "C", "F", "F", "F", "H", "H", "H", "H", "H", "H", "H", "H", "H", "H", "H", "H", "H", "H", "H", "H", "H", "H", "H", "H", "H", "H", "H", "H", "H", "H", "H", "H", "H", "H", "H", "H", "H", "H", "H", "H", "H", "H", "H", "H", "C", "C", "C", "F", "F", "F", "F", "O", "C", "C", "F", "F", "F", "F", "H", "H", "H", "H", "C", "C", "C", "F", "F", "F", "F", "O", "C", "C", "F", "F", "F", "F", "H", "H", "H", "H"], "positions_angstrom": [[-3.123, 4.348, 1.171], [-2.250, 4.819, 0.535], [-1.181, 5.375, -0.265], [0.156, 5.515, 0.510], [1.284, 4.603, -0.024], [1.228, 2.863, 0.655], [-0.327, 2.035, -0.025], [-0.409, 2.440, -1.399], [-0.815, 1.461, -2.286], [-0.077, 0.311, -2.524], [-0.523, -0.601, -3.469], [-1.694, -0.386, -4.188], [-2.429, 0.767, -3.942], [-1.990, 1.684, -2.994], [2.490, 1.902, 0.182], [4.066, 2.457, 0.109], [4.604, 2.481, -1.703], [3.714, 1.617, -2.624], [4.530, 0.547, -3.367], [3.354, -0.580, -4.189], [3.666, -2.155, -3.476], [5.168, -2.589, -3.010], [2.521, -2.997, -3.420], [2.500, -3.795, -2.180], [1.083, -4.014, -1.652], [2.612, -3.882, -4.618], [1.347, -4.723, -4.811], [5.226, 1.293, 1.058], [4.563, 0.048, 1.583], [3.716, -0.721, 0.792], [3.045, -1.831, 1.278], [3.221, -2.211, 2.603], [4.098, -1.480, 3.388], [4.776, -0.363, 2.908], [5.713, 0.359, 3.841], [1.060, 3.011, 2.590], [-0.263, 3.073, 2.894], [1.661, 4.155, 3.017], [1.678, 1.855, 3.396], [3.014, 2.097, 3.486], [1.513, 0.690, 2.761], [1.144, 1.731, 4.856], [0.075, 0.913, 4.845], [0.803, 2.931, 5.335], [2.177, 1.121, 5.847], [2.769, 0.047, 5.342], [1.497, 0.748, 6.947], [3.083, 2.017, 6.217], [-3.919, 3.850, 1.658], [-1.080, 4.832, -1.199], [-1.515, 6.378, -0.530], [-0.054, 5.329, 1.557], [0.467, 6.552, 0.457], [1.178, 4.553, -1.105], [2.223, 5.114, 0.183], [-1.232, 2.274, 0.530], [-0.164, 0.958, 0.044], [0.850, 0.139, -1.995], [0.056, -1.485, -3.680], [-2.034, -1.081, -4.937], [-3.334, 0.992, -4.484], [-2.545, 2.592, -2.812], [4.225, 3.832, 0.625], [4.658, 3.500, -2.078], [5.621, 2.098, -1.768], [2.905, 1.112, -2.106], [3.272, 2.249, -3.389], [5.188, -0.015, -2.715], [5.075, 1.021, -4.176], [2.948, -4.779, -2.320], [3.079, -3.304, -1.409], [0.479, -3.117, -1.742], [0.592, -4.849, -2.135], [1.131, -4.259, -0.593], [2.764, -3.266, -5.499], [3.462, -4.549, -4.462], [0.497, -4.197, -4.389], [1.442, -5.649, -4.253], [1.166, -4.953, -5.853], [6.047, 0.997, 0.405], [5.674, 1.864, 1.865], [3.549, -0.434, -0.240], [2.362, -2.390, 0.661], [2.669, -3.057, 2.979], [4.238, -1.780, 4.417], [5.874, -0.253, 4.722], [6.680, 0.493, 3.365], [5.338, 1.325, 4.169], [-9.356, 1.427, -3.538], [-8.400, 2.614, -3.754], [-7.403, 2.523, -4.913], [-6.540, 1.502, -4.743], [-6.683, 3.669, -4.960], [-7.747, 2.889, -2.605], [-9.190, 3.688, -4.037], [-9.021, 0.495, -2.523], [-8.222, -0.593, -2.783], [-6.943, -0.554, -1.944], [-6.231, 0.551, -2.232], [-6.188, -1.636, -2.234], [-7.953, -0.725, -4.094], [-8.909, -1.694, -2.407], [-10.279, 1.878, -3.180], [-9.608, 0.933, -4.476], [-7.926, 2.401, -5.865], [-7.183, -0.557, -0.879], [-0.824, -2.247, 4.363], [-1.372, -2.901, 3.077], [-2.796, -3.468, 3.086], [-2.931, -4.487, 3.954], [-3.078, -3.943, 1.850], [-0.505, -3.843, 2.645], [-1.388, -1.913, 2.138], [0.043, -3.033, 5.182], [-0.479, -3.872, 6.144], [-0.082, -5.329, 5.894], [-0.553, -5.759, 4.709], [-0.613, -6.104, 6.867], [-1.808, -3.729, 6.287], [0.076, -3.513, 7.324], [-0.191, -1.437, 4.002], [-1.605, -1.772, 4.955], [-3.520, -2.686, 3.330], [1.005, -5.430, 5.901]], "forces_ev_per_angstrom": [[-1.7, -1.0, 1.1], [1.4, 0.4, -1.2], [0.1, 0.9, 0.2], [-0.4, -0.4, -0.2], [-0.1, 0.4, 0.4], [-0.6, -0.1, -1.0], [0.6, -0.2, 0.4], [0.0, -0.2, 0.0], [-0.5, 0.0, -0.2], [0.0, 0.0, 0.1], [-0.2, -0.1, -0.3], [0.0, 0.4, 0.3], [0.2, 0.2, 0.2], [0.1, 0.0, -0.1], [0.2, 1.2, 0.6], [0.9, -0.7, -0.7], [-0.4, -0.2, 0.0], [0.5, -0.1, -0.4], [-0.6, 0.3, -0.4], [-0.6, -0.2, 0.2], [0.6, 0.4, 0.1], [-0.1, -0.1, 0.3], [0.7, -0.2, -0.4], [-0.7, -0.3, 0.3], [0.2, 0.1, 0.2], [-0.8, -0.2, 0.1], [0.2, 0.2, 0.6], [-0.5, 0.0, -0.2], [0.0, -0.3, 0.7], [-0.1, 0.0, -0.4], [0.1, 0.0, 0.4], [0.1, 0.3, -0.5], [-0.1, -0.3, 0.0], [-0.2, -0.1, 0.0], [0.0, -0.3, -0.2], [0.5, -0.5, -0.5], [-0.4, 0.1, 0.2], [-0.1, 0.3, 0.2], [0.4, 0.5, 0.6], [0.0, 0.0, -0.2], [-0.3, -0.1, -0.1], [0.5, -0.4, -0.3], [-0.2, 0.1, 0.0], [-0.2, 0.1, 0.1], [-0.6, 0.0, 0.6], [0.0, 0.1, 0.0], [0.2, 0.0, -0.2], [0.1, -0.1, -0.2], [-0.2, 0.0, 0.2], [0.1, -0.2, 0.0], [0.0, 0.1, -0.2], [0.1, 0.0, 0.2], [0.2, 0.2, -0.1], [0.2, -0.2, -0.2], [0.3, -0.2, 0.0], [-0.2, 0.1, -0.1], [-0.1, -0.2, 0.0], [0.1, 0.0, 0.1], [0.2, -0.1, 0.1], [0.0, -0.2, -0.1], [-0.1, -0.1, -0.1], [-0.1, 0.1, 0.1], [-0.3, 0.0, 0.3], [-0.1, 0.2, 0.0], [0.2, 0.0, 0.2], [-0.1, 0.1, 0.2], [-0.4, 0.1, 0.0], [0.1, -0.2, 0.0], [0.5, 0.0, 0.1], [0.3, 0.0, -0.2], [0.2, 0.3, 0.0], [-0.1, 0.1, -0.1], [-0.2, 0.0, -0.2], [0.0, -0.1, 0.2], [0.2, 0.2, 0.0], [0.3, 0.1, -0.3], [-0.2, 0.1, -0.2], [-0.1, -0.2, 0.0], [0.0, 0.0, -0.2], [0.1, 0.1, -0.2], [0.1, 0.0, 0.2], [0.0, 0.0, -0.1], [-0.1, 0.0, -0.3], [0.0, -0.1, 0.2], [0.1, 0.0, 0.1], [0.0, 0.0, 0.2], [0.2, 0.2, 0.0], [-0.1, 0.2, -0.1], [-0.6, -0.1, 0.0], [0.1, -0.2, 0.5], [0.1, 0.2, -0.2], [-0.1, 0.0, 0.1], [-0.1, 0.0, 0.0], [0.0, 0.0, -0.1], [-0.1, 0.0, -0.2], [0.6, 0.2, -0.1], [-0.5, 0.1, -0.1], [0.3, 0.0, 0.2], [0.0, 0.0, -0.1], [-0.1, 0.0, 0.0], [0.1, 0.0, 0.0], [0.0, -0.1, 0.0], [0.0, 0.1, 0.1], [0.2, 0.0, -0.1], [0.0, 0.0, 0.0], [-0.1, 0.0, 0.0], [0.3, 0.4, 0.2], [0.5, -0.2, 0.2], [-0.2, 0.1, -0.2], [0.1, 0.0, 0.1], [0.1, 0.1, 0.0], [-0.1, 0.0, 0.0], [-0.2, 0.1, 0.0], [-0.6, -0.5, -0.3], [0.2, 0.7, 0.0], [0.1, -0.2, 0.0], [-0.1, 0.1, 0.0], [0.0, 0.0, 0.0], [0.0, -0.1, -0.1], [0.1, -0.1, 0.1], [0.1, -0.1, 0.0], [-0.2, -0.2, 0.0], [0.0, 0.0, 0.0], [0.0, 0.1, 0.0]]}

***

no.,largest force on an atom (eV Å⁻¹)
1,1.72
2,2.23